Below is C30H29AsF3IrN3O3P2S2Se2 as an isolated structure, with properties calculated with ωB97M-V/def2-TZVPD.

Structure (XYZ):
```
76
Properties=species:S:1:pos:R:3:forces:R:3
Ir -2.3680 -1.6275 -1.0153 -0.168 -0.109 -0.553
Se 1.8401 3.9789 -1.3362 0.030 -0.023 -0.118
P 1.4985 2.7002 0.2816 0.043 -0.042 0.066
C 3.0118 1.8500 0.8410 0.011 0.039 -0.007
C 3.3284 1.7375 2.1952 -0.058 -0.117 -0.017
C 4.5531 1.2133 2.5847 -0.011 -0.049 0.003
C 5.4680 0.7910 1.6312 -0.008 0.003 -0.015
C 5.1671 0.9186 0.2806 -0.014 0.019 0.012
C 3.9538 1.4634 -0.1116 0.050 0.039 -0.020
C 0.8178 3.4483 1.7828 0.000 0.058 -0.074
C 0.9789 4.8131 1.9765 0.015 0.016 0.008
C 0.5186 5.4044 3.1458 -0.006 -0.023 0.005
C -0.1048 4.6327 4.1137 -0.001 0.005 -0.009
C -0.2748 3.2670 3.9166 -0.003 -0.017 -0.003
C 0.1834 2.6737 2.7529 -0.016 0.011 0.020
C 0.2032 1.4784 -0.1099 -0.085 0.000 0.176
C 0.0748 0.1412 -0.4658 -0.079 0.163 -0.079
N -1.2664 -0.0524 -0.6032 0.328 -0.172 0.390
N -1.9137 1.0624 -0.3477 -0.012 0.154 -0.085
N -1.0478 1.9945 -0.0632 -0.038 -0.123 0.113
P 1.0620 -1.2784 -0.8233 -0.155 -0.330 -0.258
Se -0.3849 -2.5300 -1.9842 -0.020 0.139 0.209
C 2.3959 -0.8959 -1.9326 0.097 0.084 0.107
C 2.2100 0.1241 -2.8666 0.036 0.033 0.028
C 3.2113 0.3912 -3.7828 0.014 0.004 0.003
C 4.3793 -0.3630 -3.7737 -0.021 -0.001 -0.003
C 4.5518 -1.3874 -2.8527 0.019 -0.006 0.022
C 3.5603 -1.6597 -1.9232 0.030 0.020 -0.030
C 1.6048 -2.1287 0.6515 0.079 0.024 -0.005
C 2.7530 -1.6791 1.3064 0.007 -0.043 0.011
C 3.1378 -2.2838 2.4906 0.017 0.012 0.003
C 2.3843 -3.3241 3.0188 0.007 -0.001 0.003
C 1.2444 -3.7689 2.3649 -0.013 0.002 -0.010
C 0.8496 -3.1771 1.1755 -0.010 0.053 0.053
H 2.6346 2.0750 2.9523 -0.001 0.005 -0.011
H 4.7959 1.1522 3.6378 -0.003 -0.013 -0.007
H 6.4254 0.3898 1.9377 0.004 0.004 0.000
H 5.8906 0.6257 -0.4688 0.005 -0.004 -0.010
H 3.7548 1.6417 -1.1596 -0.025 -0.022 -0.047
H 1.4526 5.4083 1.2056 0.003 -0.002 0.000
H 0.6424 6.4685 3.2951 0.000 0.002 -0.004
H -0.4689 5.0946 5.0221 0.003 0.001 0.001
H -0.7719 2.6666 4.6671 0.001 0.004 0.001
H 0.0371 1.6100 2.6005 0.005 0.016 -0.003
H 1.3067 0.7228 -2.8589 0.008 0.003 -0.010
H 3.0854 1.1945 -4.4958 -0.002 0.000 0.006
H 5.1599 -0.1508 -4.4924 0.002 0.003 0.004
H 5.4611 -1.9732 -2.8530 0.000 0.004 -0.008
H 3.6978 -2.4502 -1.1963 -0.010 -0.001 -0.011
H 3.3495 -0.8779 0.8902 0.000 0.042 0.027
H 4.0290 -1.9389 2.9974 -0.001 -0.005 0.005
H 2.6906 -3.7945 3.9438 0.001 0.004 0.001
H 0.6599 -4.5805 2.7760 0.003 -0.001 0.002
H -0.0399 -3.5279 0.6699 0.002 -0.006 -0.013
C -5.3041 0.5960 -0.9957 -0.070 -0.005 -0.063
As -4.9030 -0.0785 -2.7494 0.155 0.129 0.104
C -5.1893 1.3077 -4.0402 -0.028 -0.013 0.030
C -6.0417 -1.5604 -3.1843 -0.006 0.007 0.007
S -2.7827 -0.5047 -2.9556 -0.246 -0.248 -0.039
H -6.3768 0.5114 -0.8274 -0.004 0.007 -0.002
H -4.9884 1.6355 -0.9416 0.060 -0.019 -0.023
H -4.7672 0.0191 -0.2475 -0.040 -0.010 0.047
H -6.2309 1.6235 -4.0260 -0.009 -0.014 0.015
H -4.9331 0.9170 -5.0229 0.006 0.040 -0.016
H -4.5378 2.1404 -3.7842 -0.011 0.021 -0.039
H -7.0193 -1.3827 -2.7381 -0.009 -0.019 -0.009
H -5.6042 -2.4667 -2.7790 -0.023 -0.020 0.022
H -6.1341 -1.6306 -4.2659 0.042 0.008 -0.005
F -4.9555 -4.5523 2.4132 -0.007 -0.010 0.002
C -5.1506 -4.2596 1.1399 -0.017 -0.085 -0.111
F -6.3894 -3.8198 0.9587 0.012 -0.006 0.012
F -4.9457 -5.3327 0.3916 0.003 0.024 0.007
S -3.9797 -2.9256 0.6623 0.562 0.068 -0.190
O -2.6213 -3.4804 0.6892 -0.274 0.439 0.086
O -4.2352 -1.8053 1.5155 -0.247 -0.166 -0.068
O -4.2843 -2.6356 -0.8015 0.092 0.011 0.361
```
Positions in Å, forces in eV/Å.

Calculated values
relative energy (zero: lowest compared OMol25 entry of this formula, charge and spin) = 19.5 kJ/mol
E_tot = -10472.0582 hartree
lowest unoccupied orbital energy = -0.1538 Eh
net charge = +1
spin multiplicity = 1
Kohn-Sham gap = 5.89 eV